133
Properties=species:S:1:pos:R:3:forces:R:3:mulliken_charge:R:1 method="wB97M-V/def2-TZVPD" homo_lumo_gap_ha=0.34521 total_charge=0
C -34.11721 6.39288 -9.46038 -0.813 0.344 -0.733 -1.132
C -32.69105 6.86048 -9.45076 0.121 0.519 -0.146 0.095
O -31.99720 6.05741 -8.46051 0.266 -0.868 -0.485 -0.283
P -31.40137 4.64968 -8.93890 1.099 -0.046 -0.204 0.568
O -30.43522 4.74915 -10.05316 -0.199 0.260 0.237 -0.502
O -30.70223 4.10171 -7.59269 -1.932 0.004 -1.384 -0.067
C -29.69571 4.84960 -6.92571 -0.061 -0.177 1.206 0.268
C -28.60617 3.87975 -6.55846 0.644 0.701 -0.285 -1.093
O -32.63849 3.67876 -9.33221 1.273 0.950 0.994 -0.283
C -32.44856 2.26580 -9.30499 -0.748 -1.740 0.842 0.251
C -33.34616 1.67817 -8.20350 -0.486 0.210 0.388 -1.292
H -34.73152 6.91312 -10.19530 0.180 0.407 -0.106 0.431
H -34.18144 5.35642 -9.79161 0.098 -0.040 0.410 0.230
H -34.62071 6.54626 -8.50589 0.237 -0.227 0.103 0.270
H -32.20213 6.86792 -10.42492 0.014 -1.037 -0.102 -0.053
H -32.51381 7.90982 -9.21497 -0.473 0.005 0.856 0.300
H -29.36413 5.73834 -7.46264 0.142 -0.254 -0.425 0.171
H -30.11894 5.21545 -5.99023 -0.289 0.085 -0.049 -0.154
H -27.83509 4.45233 -6.04302 0.135 -0.164 0.105 0.250
H -28.95413 3.07671 -5.90873 -0.150 0.075 -0.169 0.432
H -28.17748 3.49058 -7.48197 0.113 -0.303 0.078 0.247
H -32.77768 1.81006 -10.23884 -0.024 0.535 -0.283 0.392
H -31.42678 1.90791 -9.17850 0.278 0.686 0.112 -0.208
H -33.26917 2.15480 -7.22626 0.512 0.383 -0.114 0.322
H -34.39588 1.81312 -8.46422 -0.046 -0.040 -0.236 0.362
H -33.21067 0.62100 -7.97515 0.299 -0.117 -0.520 0.364
C -31.09755 11.52357 -10.39847 -0.035 -0.307 -0.774 -0.990
C -29.82377 11.95218 -9.65283 -2.026 -0.143 -1.433 -0.268
O -29.67138 11.08494 -8.53125 0.681 0.633 0.999 0.513
P -30.34037 11.46038 -7.13481 -1.693 -0.717 1.016 0.044
O -31.84534 11.46111 -7.16574 2.340 0.186 0.099 -0.803
O -29.68339 10.33934 -6.13266 -0.303 1.401 -1.137 0.187
C -29.88941 8.93801 -6.41597 -1.199 -0.630 0.893 0.442
C -30.32659 8.17529 -5.10679 -0.103 0.538 -0.669 -0.822
O -29.69063 12.86305 -6.63496 -0.576 -1.222 -0.827 -0.184
C -30.55485 13.89253 -6.14553 0.255 2.424 1.078 -0.325
C -29.69860 15.24778 -5.93147 -0.220 -1.522 0.010 -1.193
H -32.02381 11.70875 -9.85455 0.259 -0.041 0.341 0.322
H -31.21269 12.02716 -11.35829 0.268 0.432 -0.004 0.435
H -31.06806 10.47616 -10.69875 0.125 -0.200 0.358 0.052
H -28.97143 11.86752 -10.32695 0.188 -0.145 0.440 0.338
H -30.01552 13.00239 -9.43279 0.625 0.051 0.739 0.240
H -30.67841 8.84333 -7.16204 -0.211 -0.045 0.037 -0.021
H -29.00813 8.50967 -6.89344 0.331 0.088 0.369 -0.013
H -29.64142 8.31785 -4.27114 0.207 -0.183 -0.320 0.144
H -31.30479 8.46983 -4.72669 -0.052 0.686 -0.322 0.377
H -30.51332 7.11898 -5.30027 0.604 -0.057 -0.209 -0.017
H -31.45077 14.14654 -6.71200 0.480 -0.351 -1.175 0.335
H -31.07778 13.56663 -5.24640 0.762 -0.083 0.583 0.362
H -30.24944 16.00951 -5.37971 -0.321 -0.194 -0.128 0.365
H -28.77756 15.08529 -5.37167 -0.146 -0.462 0.271 0.309
H -29.32249 15.69341 -6.85237 -0.502 -0.205 -0.334 0.311
C -23.52624 7.54193 -5.67813 -0.080 -0.949 1.030 -0.281
C -23.05327 6.30074 -4.80465 -2.477 2.303 -1.445 0.118
O -21.67450 6.40235 -4.77892 1.843 -0.774 0.459 -0.399
P -20.84518 5.09929 -4.46028 1.301 -0.408 1.131 1.105
O -20.93055 4.03845 -5.48784 -0.099 0.393 0.575 -0.621
O -19.34554 5.67954 -4.19078 -0.791 0.028 -1.132 -0.412
C -18.59830 6.19881 -5.35780 1.247 -0.350 0.008 0.068
C -17.07620 6.05347 -5.13604 0.299 -0.445 -0.107 -1.461
O -21.35655 4.68773 -2.96380 0.559 0.768 -1.499 -0.322
C -20.57553 3.88659 -2.07733 1.319 -0.797 0.102 -0.427
C -20.50223 2.41008 -2.54565 -0.833 1.296 1.104 -0.773
H -24.60727 7.45154 -5.78443 -0.025 0.219 -0.229 -0.087
H -23.29014 8.51347 -5.24401 0.004 -0.245 0.582 0.250
H -23.05092 7.61104 -6.65658 -0.075 -0.650 -0.065 0.000
H -23.46788 6.33871 -3.79730 0.069 0.198 0.110 0.322
H -23.46557 5.40220 -5.26372 0.474 -0.288 -0.228 -0.048
H -18.87298 5.66975 -6.27035 -0.244 -0.213 0.217 0.165
H -18.78160 7.25967 -5.52833 -0.538 -0.015 0.377 0.226
H -16.66695 6.75158 -4.40578 -0.273 -0.297 0.355 0.319
H -16.73281 5.03171 -4.97421 -0.578 -0.197 0.944 0.372
H -16.42610 6.19828 -5.99886 -0.750 0.785 -0.755 0.404
H -19.56563 4.27580 -1.94801 0.068 0.401 -0.454 0.279
H -20.99835 3.98051 -1.07708 -0.468 -0.105 -0.220 0.366
H -20.23181 2.36742 -3.60071 -0.172 -0.259 0.136 0.214
H -19.82401 1.84461 -1.90662 0.157 0.070 -0.162 0.391
H -21.51545 2.09462 -2.29672 0.025 -0.769 -0.771 0.161
C -24.56067 7.79973 -14.15460 -0.473 -0.758 -0.006 0.192
Cl -25.11342 7.76499 -15.82869 0.321 -0.692 -0.600 -0.172
Cl -25.13585 9.30057 -13.53645 0.171 1.209 1.041 -0.130
H -25.08996 7.02665 -13.59755 0.203 -0.111 -0.201 -0.203
H -23.48298 7.66105 -14.06823 -0.135 0.300 -0.198 0.243
C -22.14647 2.41305 -8.80934 -0.913 0.164 -0.641 -0.500
Cl -22.12823 4.18049 -9.21399 0.134 -1.308 0.849 0.103
Cl -23.74692 1.68206 -9.36175 1.058 0.382 0.663 -0.089
H -21.38382 1.87435 -9.37172 -0.082 0.366 0.046 0.383
H -22.02606 2.27150 -7.73530 -0.184 0.224 -0.208 0.156
C -24.00241 2.17839 -4.96104 -0.051 0.364 -0.090 -0.053
Cl -25.27582 2.83095 -6.11063 0.817 -0.450 1.008 -0.001
Cl -24.22618 2.70612 -3.24264 -0.078 -0.253 -1.179 -0.179
H -23.97734 1.08922 -4.99549 -0.472 0.222 0.041 0.444
H -23.04639 2.55295 -5.32687 -0.136 0.274 0.241 -0.235
C -26.28669 5.31251 -9.22830 0.604 0.136 -0.348 -0.469
Cl -25.00999 5.92657 -10.36302 -0.598 -0.281 0.777 0.339
Cl -26.30315 6.23753 -7.66935 -0.168 -0.488 -1.136 0.320
H -27.21152 5.35752 -9.80343 -0.151 0.393 0.513 0.041
H -26.07278 4.26693 -9.00671 0.240 0.224 0.101 0.187
C -28.51490 -0.65233 -11.44208 0.504 0.125 0.743 -0.363
Cl -28.08377 -0.72325 -13.11761 -0.038 -0.285 -1.017 -0.148
Cl -28.87661 1.02019 -10.98432 -0.196 0.072 0.158 -0.009
H -29.35956 -1.29845 -11.20296 0.118 0.199 -0.166 0.333
H -27.61108 -0.95165 -10.91139 -0.359 -0.012 0.216 0.213
C -27.86856 0.35097 -6.79915 0.049 1.207 -1.215 0.250
Cl -27.88714 -1.02954 -5.80385 0.132 -1.192 0.898 -0.177
Cl -29.44137 0.68542 -7.51833 -0.844 0.070 0.015 -0.084
H -27.58647 1.23577 -6.22847 0.159 -0.253 -0.165 -0.176
H -27.26043 0.19402 -7.69000 0.451 0.034 0.519 0.190
C -24.10528 2.84583 -13.36324 0.671 0.717 0.881 -0.514
Br -25.69105 2.80913 -12.12300 1.037 0.006 -1.536 0.038
Br -22.48665 3.36134 -12.27399 -1.172 -0.519 -1.091 -0.001
Br -24.18663 4.06717 -14.92447 -0.385 -0.772 1.092 -0.037
H -23.87797 1.83935 -13.71455 -0.444 0.292 0.040 0.429
C -24.84511 10.53608 -8.33122 -0.072 -1.519 1.177 -0.584
Br -23.80426 9.07184 -9.17669 -0.866 1.003 0.036 0.029
Br -23.85633 10.92005 -6.63939 -0.564 0.564 -1.078 -0.101
Br -26.67256 9.96732 -7.78045 1.032 0.352 -0.401 0.068
H -25.01940 11.37126 -9.00962 0.594 -0.065 0.349 0.576
C -20.12564 6.50749 -10.46474 0.255 0.331 -0.137 -0.571
Br -20.24083 6.99239 -8.57374 0.061 0.072 -0.745 0.065
Br -18.67367 7.46826 -11.41171 -0.786 -0.423 0.555 -0.072
Br -21.84273 6.73601 -11.37685 0.824 0.264 0.351 0.029
H -19.85614 5.45169 -10.49257 -0.203 0.293 -0.061 0.462
C -26.18339 9.05383 -3.41408 -0.515 0.245 0.319 0.206
Br -27.69852 10.34089 -3.58647 1.168 -0.923 -0.035 -0.026
Br -26.83811 7.17341 -3.51744 0.529 1.195 0.120 -0.040
Br -25.16161 9.46835 -1.80328 -0.383 -0.415 -0.323 -0.052
H -25.44911 9.21195 -4.20397 -0.586 -0.103 -0.170 -0.177
C -28.88785 7.43073 -11.69111 -0.319 -0.193 -0.245 0.580
Br -27.90692 8.99546 -11.05920 -0.580 -0.831 -0.156 0.076
Br -27.77932 6.31961 -12.87073 -0.584 0.461 0.410 -0.055
Br -30.62893 7.87974 -12.47357 0.634 0.181 -0.247 -0.144
H -29.24684 6.78876 -10.88668 0.686 0.122 0.184 -0.552